The molecule C27H51N3O2S2 at a distorted geometry, computed with wB97M-V/def2-TZVPD.

Highest occupied orbital energy   -8.024 eV
HOMO-LUMO gap   8.1927 eV
SMILES   CCCCCCCCN(CCCCCCCC)C(=S)SCCC[C@H]1C(=O)NC[C@H]1CCC(N)=O
Multiplicity   1
Electronic energy   -59060.6199 eV

XYZ file:
```
85
Properties=species:S:1:pos:R:3:forces:R:3
C 1.8025 -0.1862 2.6154 -0.1814 -0.6884 0.5210
C 1.8376 -1.5574 3.3366 -0.7969 0.6616 -0.9976
C 0.3979 -2.0891 3.3490 0.4986 -0.7439 0.5410
C 0.2997 -3.6305 3.5133 -0.6181 0.4874 -0.6895
C -0.3151 -4.2288 2.2271 0.3802 0.0050 0.7470
C -1.8000 -3.8048 2.0900 0.5910 0.2135 -0.7198
C -2.0630 -2.9862 0.7944 -0.8192 -0.1653 0.1796
C -2.7651 -1.6258 1.0456 1.3528 -1.8227 -0.0141
N -3.0521 -0.9974 -0.2606 -0.9900 0.9039 1.4675
C -4.3364 -1.4908 -0.7703 -0.2558 -1.6410 -0.7869
C -4.3731 -1.7801 -2.3054 -0.0765 0.8125 0.3454
C -3.0929 -1.4355 -3.0740 -0.1291 -0.9853 -0.7640
C -1.9135 -2.3947 -2.8038 0.2879 1.2460 0.3809
C -0.9563 -2.5684 -3.9990 -0.5649 -0.5690 0.5931
C -0.0637 -3.8164 -3.7664 0.2025 0.6460 0.2304
C 1.4507 -3.5383 -3.7392 0.0426 -0.6532 -0.7123
C 1.9928 -2.7067 -4.9102 0.3153 0.2320 0.3609
C -2.9166 0.3511 -0.3330 -0.0904 1.3312 -0.1139
S -4.0047 1.3599 -1.0371 -0.0893 -0.0008 -0.1287
S -1.4070 1.1836 0.2721 0.3270 -0.9178 0.3415
C -1.9890 2.0617 1.7705 -0.8347 0.4379 -0.5023
C -1.3971 3.4714 1.9261 0.6142 -0.2928 0.3764
C 0.1337 3.6411 1.7631 -0.2036 0.7682 -0.0228
C 0.5160 4.0700 0.3508 1.1498 0.2143 0.1096
C 0.0915 5.4882 -0.0708 0.8099 -3.1692 -2.0376
O -0.5363 6.2765 0.5069 -1.4485 2.0997 1.5942
N 0.6223 5.6553 -1.4094 0.9766 -0.1137 -0.7383
C 2.0264 5.1859 -1.2221 -0.4415 0.7797 0.1212
C 2.0293 4.1212 -0.0369 0.4471 1.5377 -1.0506
C 3.0309 4.7345 0.9736 -0.1085 -1.8068 0.6885
C 3.8385 3.6735 1.7747 0.0906 1.0680 0.5454
C 4.6827 2.8125 0.8834 0.6236 1.3680 0.2224
N 5.9557 3.3632 0.4474 0.0190 0.5363 0.4101
O 4.3624 1.7360 0.5271 -0.9952 -2.2831 -0.5275
H 0.8516 0.2965 2.8610 0.2625 0.3698 0.1614
H 2.6629 0.4004 2.9167 0.0020 0.4032 -0.2720
H 1.7740 -0.3438 1.5369 0.2385 0.1349 -0.0123
H 2.4557 -2.2102 2.7133 0.1772 -0.1771 0.4633
H 2.2247 -1.4549 4.3507 0.1686 -0.2212 -0.0885
H -0.0561 -1.8000 2.3969 -0.1678 0.0724 0.1439
H -0.1397 -1.6221 4.1802 -0.0714 0.2685 -0.2856
H -0.4014 -3.8491 4.3237 0.3925 -0.2402 0.1908
H 1.2930 -4.0341 3.7157 -0.1400 -0.1655 0.1468
H 0.2879 -3.8604 1.3913 -0.1810 -0.0667 -0.1102
H -0.1977 -5.3163 2.2344 -0.1606 0.0466 -0.0221
H -2.4257 -4.6984 2.0876 -0.0512 0.0792 0.0281
H -2.0974 -3.2188 2.9665 0.0499 -0.0073 -0.0539
H -2.7152 -3.5947 0.1562 0.0470 0.1794 -0.0887
H -1.1698 -2.8142 0.1938 0.1756 0.0305 0.2554
H -2.0989 -1.0606 1.6979 -0.1466 0.4850 -0.3632
H -3.6736 -1.8603 1.6124 -0.1764 0.5220 -0.2342
H -5.1917 -0.8939 -0.4449 0.3448 0.3804 -0.0749
H -4.4928 -2.4627 -0.2966 0.1894 0.0725 0.0870
H -4.6204 -2.8356 -2.4469 0.2075 -0.0020 -0.0301
H -5.2104 -1.2318 -2.7464 0.1077 0.1108 0.0841
H -3.3353 -1.5494 -4.1407 -0.1036 0.0716 0.1024
H -2.8008 -0.3906 -2.9699 -0.0237 -0.0456 0.2287
H -1.3333 -1.9215 -2.0018 0.0907 -0.3141 0.0560
H -2.2451 -3.3451 -2.3765 -0.1837 -0.0811 -0.3907
H -0.3763 -1.6479 -4.0930 0.0428 -0.1136 -0.0697
H -1.5593 -2.6625 -4.9083 0.1955 -0.0671 -0.0334
H -0.3222 -4.2111 -2.7786 0.0044 -0.1559 -0.1224
H -0.3052 -4.6059 -4.4828 0.1015 0.1308 -0.0794
H 1.7734 -3.1310 -2.7780 -0.2572 0.2867 -0.0772
H 1.9485 -4.5145 -3.8040 0.0145 0.0813 0.1845
H 2.1268 -3.2920 -5.8225 -0.1515 -0.0300 0.0773
H 1.3802 -1.8352 -5.1497 -0.0398 -0.1144 0.0325
H 2.9748 -2.3156 -4.6260 -0.0111 -0.0563 -0.1867
H -1.8930 1.4492 2.6698 0.3874 -0.0222 -0.1447
H -3.0625 2.2046 1.6066 0.0711 -0.1194 0.0379
H -1.6388 3.7834 2.9472 -0.1601 -0.0009 -0.1031
H -1.8817 4.1847 1.2572 -0.1085 -0.2034 -0.0099
H 0.7156 2.7938 2.1280 -0.1363 -0.2592 -0.2159
H 0.4179 4.4794 2.4129 -0.0054 -0.1128 -0.0086
H 0.0690 3.4524 -0.4353 -0.2040 -0.2130 0.3756
H 0.2579 4.9530 -2.0505 -0.8455 0.2939 0.2668
H 2.5405 6.1263 -0.9969 0.3529 -0.4326 0.5269
H 2.5154 4.8507 -2.1385 -0.4788 -0.2800 -0.0789
H 2.3469 3.1740 -0.4750 0.1602 -0.0789 0.4653
H 3.7768 5.3543 0.4795 -0.2743 0.2285 -0.0616
H 2.4599 5.2955 1.7186 0.2424 0.3816 -0.2097
H 4.5121 4.2350 2.4317 0.0049 -0.0897 -0.0669
H 3.1683 3.1168 2.4286 0.0554 -0.4553 -0.3355
H 6.6520 2.6607 0.6855 0.0159 0.0669 -0.0986
H 5.9702 3.4253 -0.5669 -0.1095 -0.0668 0.0434
```
Positions in Å, forces in eV/Å.



A cluster of 4 separate species, C27H51NO13S in total at a distorted geometry, computed with wB97M-V/def2-TZVPD.

Highest occupied orbital energy   -8.742 eV
HOMO-LUMO gap   7.6893 eV
Multiplicity   1
Electronic energy   -67752.6641 eV

XYZ file:
```
93
Properties=species:S:1:pos:R:3:forces:R:3
O 4.0355 5.1894 4.1130 -4.7684 -1.8432 -6.5387
C 3.2936 4.8215 3.1674 1.4887 -0.6799 3.4005
N 2.4655 4.2778 2.2656 2.7298 4.0320 3.2254
O 2.6338 2.9156 2.3948 0.9632 -3.1588 0.3539
S 1.1357 2.1136 2.3291 -3.0858 -0.5795 -4.4032
O 0.9972 1.6858 0.8582 0.9809 0.9863 4.5936
O 1.1199 0.6891 3.2340 2.4802 1.3723 -0.7673
C 2.4583 0.3256 3.7284 0.8107 -1.4998 1.1810
C 3.4846 -0.1504 2.5822 0.3338 0.3311 -0.4145
C 4.9371 0.5257 2.6386 4.0826 1.3781 -0.2705
C 5.9599 0.1482 1.4731 1.0153 1.6529 1.8417
C 7.4308 0.6697 1.3833 -2.9607 1.3508 3.7850
C 7.9175 1.6360 2.5492 -3.1987 -0.8548 0.4157
C 6.9543 2.0688 3.7241 -1.3492 -2.8737 -3.3516
C 5.4806 1.4908 3.7421 1.9194 -0.9039 -2.3780
H 2.2899 -0.5950 4.4207 0.0799 1.7980 -1.1222
H 2.8212 1.1930 4.3832 -0.2783 -1.3337 -1.1137
H 3.6278 -1.2967 2.6404 -0.2623 1.8831 0.0163
H 3.0050 0.0532 1.5412 0.8815 -0.2139 1.7837
H 5.5707 -0.5621 0.6440 0.7590 1.3579 1.5548
H 8.1327 0.3833 0.5259 -1.2789 0.4572 1.5043
H 8.9910 2.0459 2.5611 -1.9000 -0.7623 -0.1308
H 7.2733 2.7832 4.5687 -0.4499 -1.3538 -1.6419
H 4.8203 1.8018 4.6225 1.0531 -0.5296 -1.4832
C 0.4655 -5.2059 9.7104 -0.2645 -0.0113 -0.1479
O -0.0375 -4.6305 8.5176 0.5073 0.0388 0.1963
C 0.2858 -3.2561 8.3657 -0.1501 -0.1248 -0.4654
C 0.8349 -2.9524 6.9679 0.0136 0.1532 0.1186
O 2.1058 -3.5280 6.6638 -0.2516 -0.1295 0.0136
C 2.1712 -4.9501 6.5398 0.0753 -0.0916 -0.1488
C 1.3715 -5.5514 5.3801 -0.1351 0.1511 0.5357
O -0.0284 -5.4537 5.6121 0.1671 0.4310 -0.3048
C -0.7692 -5.0268 4.4833 -0.1618 -0.2618 0.2925
H -0.2178 -4.9989 10.5407 0.1601 -0.0210 0.1282
H 0.5312 -6.2861 9.5667 -0.1135 0.0589 -0.0296
H 1.4690 -4.8366 9.9478 -0.0525 0.0382 0.0276
H 1.0108 -2.9250 9.1174 0.0122 -0.1068 -0.0181
H -0.6417 -2.6881 8.5085 0.1269 0.2282 -0.0398
H 0.9837 -1.8674 6.9089 0.1358 -0.1058 0.1138
H 0.1090 -3.1878 6.1914 -0.1221 -0.2234 0.1238
H 1.9223 -5.4286 7.4855 -0.2560 -0.0631 -0.0593
H 3.2274 -5.1766 6.3612 -0.0578 0.1459 -0.1103
H 1.6122 -6.6140 5.2926 0.2954 -0.0476 -0.0523
H 1.6588 -5.0478 4.4503 -0.0635 0.0132 0.0117
H -0.2403 -4.2612 3.9095 0.0801 -0.0291 -0.0616
H -1.7040 -4.5873 4.8401 0.0502 -0.1286 0.0232
H -1.0039 -5.8847 3.8454 0.0012 0.1306 -0.1831
C -2.9709 -1.4416 1.2257 -0.0418 0.3342 -0.1877
O -2.5459 -0.6676 0.1189 -0.0116 -0.5885 0.1898
C -1.1454 -0.7298 -0.1184 -0.0232 0.4125 -0.4466
C -0.8315 -0.9929 -1.5945 0.1810 0.0103 0.1833
O -1.2125 -2.2781 -2.0891 -0.2440 0.1595 0.0420
C -2.6100 -2.5580 -2.1861 -0.0077 -0.0428 -0.1404
C -3.3911 -1.6959 -3.1825 0.1640 0.0778 0.5408
O -3.5064 -0.3540 -2.7255 0.4133 -0.0449 -0.3340
C -3.2628 0.6167 -3.7271 -0.2782 0.0597 0.3141
H -2.8332 -0.8738 2.1521 0.0178 -0.1792 0.1219
H -4.0327 -1.6624 1.1001 0.0258 0.1158 -0.0021
H -2.4338 -2.3946 1.2849 0.0380 0.0388 0.0400
H -0.6638 -1.4996 0.4951 -0.1127 -0.0517 -0.0041
H -0.7240 0.2449 0.1641 0.1777 -0.2692 -0.1345
H 0.2585 -0.9486 -1.7048 -0.0975 -0.1617 0.0862
H -1.2200 -0.2026 -2.2344 -0.2230 0.0550 0.1457
H -3.0723 -2.5448 -1.2003 -0.1202 0.2509 -0.0094
H -2.6739 -3.5955 -2.5305 0.1204 0.0921 -0.1110
H -4.4048 -2.0929 -3.2813 -0.0126 -0.2866 -0.0985
H -2.8973 -1.7446 -4.1593 0.0057 0.0626 0.0280
H -2.4536 0.3203 -4.3996 -0.0267 -0.0704 -0.0743
H -2.9604 1.5432 -3.2325 -0.1136 -0.0732 0.0306
H -4.1799 0.8032 -4.2948 0.1259 0.0634 -0.1997
C -2.8502 4.2174 -5.3529 -0.2123 -0.2002 -0.1178
O -3.5030 4.0567 -6.5999 0.3740 0.3525 0.1446
C -4.0415 5.2624 -7.1227 -0.0070 -0.2965 -0.4194
C -3.6724 5.4576 -8.5968 -0.0871 0.1821 0.0774
O -2.2879 5.6834 -8.8631 -0.1100 -0.2849 0.1036
C -1.3875 4.5986 -8.6305 0.0947 -0.0348 -0.1256
C -1.5873 3.3687 -9.5214 -0.2264 0.1847 0.4806
O -2.7882 2.6811 -9.1918 -0.1052 0.3260 -0.4183
C -3.5491 2.2827 -10.3173 0.0107 -0.2060 0.3696
H -3.5860 4.1889 -4.5424 0.1344 0.1121 0.1256
H -2.1496 3.3899 -5.2249 -0.1123 -0.0336 -0.0330
H -2.2790 5.1510 -5.3108 -0.0658 0.0015 0.0246
H -3.7108 6.1357 -6.5497 0.0745 -0.0826 0.0105
H -5.1331 5.1909 -7.0416 -0.0298 0.2371 -0.1036
H -4.1873 6.3626 -8.9407 0.1768 0.0159 0.1153
H -4.0584 4.6508 -9.2175 0.0251 -0.2072 0.1859
H -1.3777 4.3287 -7.5758 -0.1573 -0.2212 -0.0138
H -0.3911 4.9990 -8.8441 -0.1227 0.0465 -0.1389
H -0.7604 2.6722 -9.3603 0.2687 0.1190 -0.0621
H -1.5823 3.6842 -10.5706 -0.0627 -0.0214 0.0205
H -3.5316 3.0328 -11.1122 0.0867 0.0060 -0.0524
H -4.5871 2.1627 -9.9971 0.1145 -0.0642 0.0505
H -3.1830 1.3222 -10.6935 -0.0609 0.0474 -0.2080
```
Positions in Å, forces in eV/Å.



A structure of composition C27H52AsF6KN6PSi2, computed with wB97M-V/def2-TZVPD.

Highest occupied orbital energy (alpha / beta)   -1.354 / -1.930 eV
Charge   -2
HOMO-LUMO gap (alpha / beta)   5.6351 / 6.2064 eV
Multiplicity   2
Electronic energy   -156306.8266 eV
⟨S²⟩   0.77

XYZ file:
```
96
Properties=species:S:1:pos:R:3:forces:R:3
K 0.9130 -2.4849 -0.4091 0.0833 0.0861 0.0607
C -2.8287 -3.4312 -3.5993 -0.0130 -0.0301 0.0241
Si -2.0135 -1.9980 -2.6835 0.0788 -0.0069 0.0197
C -2.9540 -0.4148 -3.1226 -0.0105 0.0048 0.0389
C -0.2802 -1.7886 -3.3798 -0.0215 0.0181 0.0264
N -1.8571 -2.2794 -1.0073 0.0171 0.0332 -0.0380
C -2.7513 -2.3355 -0.0499 -0.0393 -0.0216 -0.0317
C -4.1702 -2.2562 -0.2754 0.0216 -0.0070 -0.0168
C -5.0933 -2.2602 0.7335 0.0013 -0.0018 0.0221
C -4.6685 -2.3574 2.0785 -0.0113 0.0025 -0.0171
C -3.3360 -2.4544 2.3693 0.0287 -0.0013 0.0022
C -2.3042 -2.4585 1.3662 -0.0181 -0.0087 0.0330
N -1.0228 -2.5394 1.6369 -0.0633 0.0630 -0.0059
Si -0.2190 -2.5009 3.1482 0.0620 0.0143 0.0414
C -0.3947 -4.1336 4.0779 -0.0236 -0.0011 -0.0144
C -0.8129 -1.1051 4.2875 0.0231 0.0274 -0.0254
C 1.6021 -2.2026 2.8216 -0.0753 0.0007 -0.0262
H -2.8261 -3.2672 -4.6810 -0.0031 0.0079 -0.0028
H -3.8624 -3.5788 -3.2766 -0.0085 0.0090 -0.0094
H -2.2833 -4.3554 -3.3936 0.0112 0.0124 -0.0009
H -2.9795 -0.2718 -4.2074 0.0069 -0.0094 -0.0065
H -2.4541 0.4511 -2.6804 -0.0068 0.0082 -0.0071
H -3.9828 -0.4228 -2.7555 -0.0014 -0.0043 -0.0061
H -0.3081 -1.5202 -4.4402 -0.0013 -0.0107 -0.0051
H 0.2994 -2.7116 -3.2859 -0.0219 -0.0163 -0.0130
H 0.2595 -0.9943 -2.8511 -0.0216 -0.0006 0.0087
H -4.5048 -2.1890 -1.3050 0.0013 0.0015 -0.0068
H -6.1514 -2.1929 0.5043 0.0013 -0.0002 -0.0078
H -5.4014 -2.3622 2.8781 0.0035 0.0018 0.0026
H -3.0223 -2.5405 3.4036 0.0039 -0.0018 0.0026
H -1.4407 -4.3484 4.3122 -0.0004 0.0072 0.0024
H 0.1724 -4.1303 5.0136 0.0096 0.0121 -0.0021
H -0.0200 -4.9481 3.4534 0.0051 -0.0047 0.0086
H -1.6680 -1.3926 4.9036 -0.0145 0.0015 -0.0059
H -1.1056 -0.2347 3.6935 0.0371 -0.0389 0.0241
H -0.0041 -0.7930 4.9548 -0.0066 -0.0152 0.0159
H 2.0687 -3.0741 2.3521 0.0001 0.0070 -0.0142
H 2.1408 -2.0016 3.7526 -0.0051 -0.0197 0.0068
H 1.7422 -1.3425 2.1553 0.0263 0.0047 -0.0155
F 0.9403 -4.8935 -1.8279 0.0445 0.0020 0.0392
As 2.0054 -6.0488 -1.0538 0.0384 -0.0019 0.0267
F 3.3142 -5.4867 -2.0484 -0.0130 0.0031 0.0128
F 1.5945 -7.2331 -2.2567 0.0223 -0.0176 0.0175
F 3.0776 -7.1702 -0.2719 -0.0109 -0.0216 -0.0262
F 0.6952 -6.5901 -0.0581 0.0074 0.0037 -0.0075
F 2.4047 -4.8335 0.1455 -0.0631 -0.0117 -0.0988
N 2.0132 -0.0469 -0.2667 0.0297 -0.1567 -0.0894
P 1.5350 1.3798 -0.2041 -0.1197 -0.0611 0.2136
N 1.4295 2.1957 -1.6990 0.1233 0.0968 0.0105
C 2.0055 1.6012 -2.8882 -0.0097 0.0536 -0.0323
C 1.0821 1.8348 -4.0772 -0.0011 -0.0317 0.0065
C 0.9287 3.3410 -4.3626 -0.0066 0.0048 -0.0194
C 1.2038 4.1768 -3.1053 0.0073 -0.0043 0.0420
C 0.7205 3.4498 -1.8547 -0.0429 0.0026 -0.0224
N 2.4084 2.5614 0.7277 0.0100 0.0202 -0.0658
C 2.6023 2.1411 2.1182 0.0061 -0.0144 0.0586
C 3.5862 3.0777 2.8391 -0.0120 0.0112 -0.0142
C 3.5421 4.4667 2.2119 -0.0035 -0.0100 -0.0115
C 4.0286 4.3783 0.7568 0.0177 -0.0018 0.0200
C 3.6670 3.0104 0.1572 -0.0115 0.0129 0.0019
N 0.0019 1.6773 0.4857 -0.0768 0.1024 -0.0628
C -0.5077 2.8842 1.1038 0.0323 -0.0906 0.0552
C -1.4196 2.5033 2.2703 -0.0071 0.0139 0.0064
C -2.5728 1.5811 1.8074 0.0072 0.0246 -0.0337
C -2.4221 1.2046 0.3339 0.0057 0.0421 -0.0063
C -1.0121 0.7078 0.0487 0.0081 -0.0370 0.0022
H 2.1523 0.5420 -2.6754 -0.0090 -0.0058 0.0104
H 3.0039 2.0189 -3.1206 -0.0123 -0.0084 -0.0019
H 0.1092 1.3979 -3.8350 0.0016 -0.0079 -0.0011
H 1.4562 1.3104 -4.9603 -0.0095 -0.0048 0.0004
H -0.0828 3.5483 -4.7244 -0.0001 -0.0048 -0.0079
H 1.6132 3.6466 -5.1600 -0.0001 0.0065 -0.0007
H 0.7227 5.1562 -3.1806 0.0024 0.0021 -0.0017
H 2.2786 4.3559 -3.0043 0.0014 0.0019 0.0037
H -0.3707 3.2958 -1.9361 0.0091 -0.0054 0.0214
H 0.8792 4.0701 -0.9664 0.0086 0.0075 -0.0327
H 2.9592 1.1030 2.1626 -0.0004 -0.0021 -0.0183
H 1.6328 2.1643 2.6245 0.0097 -0.0082 -0.0194
H 4.6056 2.6873 2.7586 0.0033 -0.0048 0.0084
H 3.3468 3.1118 3.9048 0.0037 0.0010 0.0009
H 4.1450 5.1803 2.7814 0.0020 0.0021 -0.0034
H 2.5106 4.8284 2.2321 0.0018 0.0032 -0.0007
H 5.1143 4.5213 0.7131 -0.0007 0.0032 -0.0024
H 3.5737 5.1771 0.1641 -0.0031 0.0006 -0.0009
H 4.4716 2.2833 0.3460 0.0030 -0.0068 -0.0034
H 3.5617 3.0824 -0.9254 -0.0069 -0.0063 -0.0020
H -1.0667 3.5279 0.4028 -0.0081 -0.0115 -0.0198
H 0.3355 3.4801 1.4521 0.0002 -0.0157 -0.0061
H -1.8083 3.4091 2.7486 -0.0081 -0.0038 -0.0055
H -0.8048 1.9843 3.0110 -0.0043 0.0262 0.0121
H -3.5409 2.0638 1.9698 -0.0023 -0.0097 0.0060
H -2.5851 0.6590 2.3945 -0.0083 0.0222 -0.0047
H -2.6528 2.0697 -0.2988 0.0055 -0.0132 -0.0055
H -3.1339 0.4202 0.0693 -0.0029 -0.0187 0.0018
H -0.8941 0.5073 -1.0239 -0.0368 0.0014 -0.0086
H -0.8610 -0.2510 0.5512 0.0233 0.0030 -0.0024
```
Positions in Å, forces in eV/Å.



Which of these has the highest electronic energy?
C27H51N3O2S2



What is the formula in the third record?
C27H52AsF6KN6PSi2



Which of these has the highest electronic energy?
C27H51N3O2S2